{"formula": "C12H21F6LiN3P", "method": "ωB97M-V/def2-TZVPD", "species": ["Li", "P", "F", "F", "F", "F", "F", "F", "C", "C", "C", "C", "N", "H", "H", "H", "H", "H", "H", "H", "C", "C", "C", "C", "N", "H", "H", "H", "H", "H", "H", "H", "C", "C", "C", "C", "N", "H", "H", "H", "H", "H", "H", "H"], "xyz": [[14.8974, 1.9071, -10.7194], [15.3033, 2.4029, -8.0358], [15.0345, 1.0612, -8.9508], [16.7322, 1.7587, -7.7267], [16.0302, 3.1399, -9.3166], [15.6236, 3.7370, -7.1866], [13.7848, 2.9998, -8.4582], [14.6276, 1.7004, -6.7894], [9.1922, 4.5827, -12.4979], [10.4715, 3.9025, -12.0560], [11.6435, 4.8161, -12.4750], [12.9543, 4.1546, -12.2474], [13.9992, 3.6347, -12.0511], [9.3165, 4.7762, -13.5634], [9.0083, 5.6246, -12.2359], [8.3269, 4.0032, -12.1761], [10.5779, 2.9355, -12.5477], [10.4280, 3.7445, -10.9784], [11.6765, 5.7314, -11.8840], [11.5247, 5.1362, -13.5102], [12.1625, -2.9734, -12.3712], [11.0004, -2.0005, -12.2872], [11.5611, -0.5352, -12.6328], [12.6211, -0.0683, -11.7248], [13.5108, 0.3618, -11.0179], [11.6928, -3.9570, -12.3755], [12.7295, -3.0801, -11.4464], [12.7759, -2.7602, -13.2466], [10.6113, -2.1428, -11.2791], [10.2951, -2.3258, -13.0520], [10.7586, 0.1570, -12.3779], [11.8946, -0.4415, -13.6663], [18.2860, 0.6751, -16.7928], [18.1497, 1.0626, -15.2842], [16.8307, 1.7182, -14.8844], [16.6865, 1.6648, -13.4532], [16.5351, 1.7422, -12.3344], [19.2738, 0.2933, -17.0509], [18.1474, 1.6109, -17.3342], [17.5100, -0.0308, -17.0888], [18.9630, 1.6526, -14.8618], [18.2787, 0.1167, -14.7581], [16.0741, 1.2755, -15.5322], [17.0788, 2.7706, -15.0219]], "lowdin_charge": [0.599, 0.168, -0.256, -0.131, -0.212, -0.130, -0.215, -0.113, -0.098, -0.242, -0.146, -0.090, 0.196, 0.079, 0.090, 0.090, 0.096, 0.122, 0.142, 0.130, -0.091, -0.161, -0.075, 0.012, 0.287, 0.103, 0.095, 0.094, 0.130, 0.128, 0.144, 0.144, -0.083, -0.262, -0.175, -0.219, 0.148, 0.077, 0.071, 0.072, 0.117, 0.104, 0.127, 0.134], "charge": 1, "lumo_ev": [-4.25, -11.64], "relative_energy_kcal_mol": 25.15, "spin_multiplicity": 2, "orbital_gap_ev": [9.79, 2.38]}



{"formula": "C12H21F9GeIrO2Se2", "method": "ωB97M-V/def2-TZVPD", "species": ["Ir", "C", "Se", "C", "C", "Se", "C", "H", "H", "H", "H", "H", "H", "H", "H", "H", "H", "O", "F", "C", "F", "F", "C", "O", "C", "F", "F", "F", "C", "F", "F", "F", "C", "Ge", "C", "C", "C", "H", "H", "H", "H", "H", "H", "H", "H", "H", "H", "H"], "xyz": [[-0.1246, 0.1248, -0.0009], [4.7512, -0.8410, 0.5513], [2.5132, -0.1351, 0.1441], [2.7289, 1.1951, 1.5546], [2.1946, 0.6400, 2.8659], [0.2729, 0.3221, 2.7227], [0.0100, -0.7788, 4.3064], [5.3852, -0.0062, 0.2617], [4.8682, -1.7120, -0.0819], [4.8270, -1.0716, 1.6117], [2.1787, 2.0766, 1.2307], [3.7942, 1.4000, 1.6352], [2.3397, 1.3517, 3.6769], [2.6908, -0.2946, 3.1269], [0.1596, -0.1321, 5.1658], [0.6917, -1.6230, 4.3154], [-1.0164, -1.1307, 4.2684], [-0.0090, 1.8806, -0.0467], [1.6880, -2.9597, 1.6904], [0.4997, -3.5351, 1.4365], [-0.3634, -3.0366, 2.3310], [0.6265, -4.8421, 1.6800], [0.0291, -3.2115, -0.0163], [-0.0244, -1.8813, -0.1866], [1.0465, -3.7976, -1.0465], [0.6750, -3.5058, -2.2920], [1.1849, -5.1245, -0.9521], [2.2574, -3.2495, -0.8574], [-1.3895, -3.8218, -0.2545], [-1.8219, -3.5291, -1.4813], [-2.2725, -3.3130, 0.6102], [-1.4038, -5.1552, -0.1168], [-5.0570, 1.3798, 0.3806], [-3.1321, 1.7523, 0.2460], [-2.8213, 2.8406, -1.3442], [-2.5848, 2.7280, 1.8504], [-2.1996, 0.0504, 0.0990], [-5.6283, 2.3057, 0.4595], [-5.2773, 0.7710, 1.2584], [-5.4085, 0.8398, -0.4992], [-3.3765, 3.7772, -1.2813], [-3.1498, 2.3145, -2.2414], [-1.7618, 3.0688, -1.4424], [-3.1453, 3.6600, 1.9325], [-1.5224, 2.9615, 1.8046], [-2.7708, 2.1428, 2.7526], [-2.4940, -0.4673, -0.8218], [-2.4640, -0.6141, 0.9261]], "lowdin_charge": [1.095, -0.209, 0.975, -0.553, -0.513, 0.962, -0.346, -0.005, -0.014, -0.003, 0.051, 0.065, 0.077, 0.069, 0.029, 0.026, 0.028, -0.564, 0.134, -0.539, 0.147, 0.179, -0.304, -0.364, -0.548, 0.181, 0.174, 0.136, -0.549, 0.177, 0.166, 0.170, -0.227, 0.712, -0.221, -0.232, -0.458, 0.014, 0.014, 0.015, 0.018, 0.019, -0.001, 0.018, -0.009, 0.012, 0.004, -0.007], "lumo_ev": [0.14, -2.89], "spin_multiplicity": 6, "orbital_gap_ev": [6.92, 6.37]}



{"formula": "C12H21IrN2O5S3", "method": "ωB97M-V/def2-TZVPD", "species": ["Ir", "N", "C", "C", "O", "N", "C", "C", "O", "O", "H", "H", "H", "H", "H", "H", "C", "C", "S", "C", "C", "S", "C", "C", "S", "H", "H", "H", "H", "H", "H", "H", "H", "H", "H", "H", "H", "C", "C", "O", "O", "H", "H", "H"], "xyz": [[-0.5200, -0.4438, -0.8809], [-1.2070, -2.4788, -0.7221], [-0.0931, -3.4164, -0.9287], [0.9609, -2.7707, -1.8334], [1.7688, -3.4211, -2.4576], [0.9147, -1.4054, -1.7536], [1.8521, -0.5729, -2.4915], [1.1798, 0.7504, -2.8505], [1.5879, 1.4559, -3.7422], [0.1816, 1.0848, -2.0594], [-1.7572, -2.6398, 0.1156], [-1.8452, -2.4886, -1.5126], [-0.4159, -4.3670, -1.3496], [0.3876, -3.5996, 0.0329], [2.2610, -1.0820, -3.3614], [2.6926, -0.3182, -1.8334], [3.1923, 1.3488, 1.8752], [2.5458, 0.1461, 2.5477], [1.2117, -0.6591, 1.6095], [-0.2988, -0.2020, 2.4936], [-0.8652, 1.1704, 2.2028], [-1.2182, 1.4626, 0.4398], [-0.0989, 2.8334, 0.0438], [1.4055, 2.6087, 0.0976], [2.1662, 2.8308, 1.7401], [3.5648, 1.0921, 0.8824], [4.0642, 1.6430, 2.4633], [2.1463, 0.4220, 3.5249], [3.3065, -0.6190, 2.7147], [-0.1266, -0.3132, 3.5664], [-1.0271, -0.9562, 2.1983], [-0.1814, 1.9521, 2.5249], [-1.8113, 1.2914, 2.7325], [-0.4130, 3.6604, 0.6841], [-0.3757, 3.0785, -0.9792], [1.8719, 3.3154, -0.5890], [1.6473, 1.6087, -0.2481], [-4.7334, -0.1975, -0.8424], [-3.2902, -0.4317, -0.4946], [-2.4317, -0.2246, -1.4844], [-2.9332, -0.7683, 0.6339], [-4.8806, -0.0979, -1.9145], [-5.0459, 0.7257, -0.3528], [-5.3399, -1.0075, -0.4422]], "lowdin_charge": [1.252, -0.072, -0.125, -0.518, 0.080, -0.177, -0.110, -0.611, 0.079, -0.237, 0.096, 0.109, 0.126, 0.123, 0.129, 0.129, -0.546, -0.516, 0.853, -0.533, -0.458, 0.938, -0.471, -0.512, 0.881, 0.076, 0.071, 0.078, 0.071, 0.086, 0.048, 0.035, 0.087, 0.086, 0.078, 0.086, 0.031, 0.015, -0.711, -0.238, -0.068, 0.084, 0.093, 0.087], "lumo_ev": -0.56, "relative_energy_kcal_mol": 21.17, "orbital_gap_ev": 7.71}



{"formula": "C12H21N3S", "method": "ωB97M-V/def2-TZVPD", "species": ["C", "C", "C", "C", "C", "C", "C", "C", "C", "C", "C", "N", "C", "S", "N", "N", "H", "H", "H", "H", "H", "H", "H", "H", "H", "H", "H", "H", "H", "H", "H", "H", "H", "H", "H", "H", "H"], "xyz": [[5.7051, -1.4313, -0.9035], [4.7341, -0.6167, -0.5368], [4.0782, -0.6425, 0.8075], [2.6340, -1.1576, 0.7424], [1.6963, -0.2252, -0.0215], [0.2502, -0.7129, 0.0410], [-0.7085, 0.1261, -0.8037], [-0.8403, 1.5697, -0.3125], [-2.0716, 2.2797, -0.8853], [-3.3148, 2.1611, 0.0123], [-3.7239, 0.7516, 0.2163], [-4.3918, 0.0274, -0.6266], [-4.5385, -1.2144, -0.0829], [-5.2405, -2.5360, -0.7325], [-3.9784, -1.1917, 1.1865], [-3.3663, 0.0450, 1.3238], [6.1493, -1.3894, -1.8835], [6.1024, -2.1763, -0.2330], [4.3583, 0.1240, -1.2299], [4.0749, 0.3669, 1.2285], [4.6513, -1.2889, 1.4754], [2.2620, -1.2752, 1.7637], [2.6295, -2.1434, 0.2722], [1.7655, 0.7778, 0.4047], [2.0041, -0.1701, -1.0666], [-0.0860, -0.7107, 1.0821], [0.2127, -1.7458, -0.3131], [-0.3629, 0.1328, -1.8392], [-1.6877, -0.3536, -0.8002], [0.0539, 2.1224, -0.6041], [-0.8869, 1.5830, 0.7796], [-1.8615, 3.3437, -1.0057], [-2.3061, 1.8697, -1.8676], [-3.1128, 2.6247, 0.9804], [-4.1417, 2.6850, -0.4681], [-3.6298, -2.0061, 1.6673], [-3.1116, 0.3972, 2.2328]], "lowdin_charge": [0.001, -0.202, -0.222, -0.216, -0.226, -0.219, -0.210, -0.211, -0.184, -0.116, -0.356, 0.128, -0.960, 0.561, 0.039, 0.093, 0.048, 0.055, 0.096, 0.111, 0.107, 0.111, 0.118, 0.112, 0.113, 0.108, 0.116, 0.120, 0.093, 0.108, 0.108, 0.109, 0.119, 0.118, 0.124, 0.143, 0.162], "smiles": "C=CCCCCCCCCc1nc(=S)[nH][nH]1", "lumo_ev": 0.34, "relative_energy_kcal_mol": 4.34, "orbital_gap_ev": 8.27}



{"formula": "C12H21N7O3", "method": "ωB97M-V/def2-TZVPD", "species": ["H", "N", "C", "N", "N", "C", "C", "C", "C", "N", "C", "O", "C", "N", "C", "C", "C", "N", "C", "N", "C", "O", "O", "H", "H", "H", "H", "H", "H", "H", "H", "H", "H", "H", "H", "H", "H", "H", "H", "H", "H", "H", "H"], "xyz": [[-5.8429, 1.6187, -1.6835], [-5.6635, 0.6565, -1.3826], [-4.5115, 0.5147, -0.8998], [-3.7407, 1.6124, -0.4285], [-3.9854, -0.7821, -0.8134], [-2.9215, -1.2479, -0.0273], [-1.9541, -2.2471, -0.7896], [-0.9056, -1.3124, -1.5279], [0.0871, -0.4414, -0.6359], [0.3933, -1.0529, 0.6758], [1.6756, -1.3579, 1.3412], [1.6637, -1.4790, 2.5749], [2.9049, -1.3440, 0.4970], [2.9057, -2.2975, -0.5803], [3.2529, -0.0423, -0.1095], [3.1892, 1.1825, 0.7720], [3.0046, 1.3689, 2.0915], [2.9776, 2.7093, 2.3180], [3.1982, 3.2666, 1.0372], [3.3672, 2.3773, 0.1171], [-0.4004, 0.8836, -0.4636], [-0.7027, 1.3479, 0.6652], [-0.5900, 1.6048, -1.5657], [-2.8178, 1.4249, 0.1277], [-4.2308, 2.4738, -0.2847], [-4.7865, -1.3950, -0.8003], [-2.3471, -0.4798, 0.5011], [-3.1940, -1.6744, 0.9262], [-1.5549, -2.8770, 0.0672], [-2.4305, -2.9640, -1.5038], [-0.1540, -1.8897, -2.1928], [-1.4913, -0.6148, -2.1608], [0.9467, -0.3220, -1.3525], [-0.2899, -0.7661, 1.3269], [3.7200, -1.5390, 1.2551], [3.8317, -2.2842, -0.9376], [2.7270, -3.1446, -0.1012], [4.3615, -0.0356, -0.3982], [2.7328, 0.0796, -1.1013], [2.9107, 0.5971, 2.8173], [2.5950, 3.2105, 3.1867], [3.2477, 4.3488, 0.7792], [-1.1784, 2.3127, -1.3365]], "lowdin_charge": [0.041, 0.082, -0.554, 0.115, 0.036, -0.245, -0.135, -0.103, -0.248, 0.151, -0.344, 0.050, -0.387, 0.082, -0.128, -0.310, -0.086, 0.058, -0.197, 0.099, -0.505, 0.042, 0.147, 0.095, 0.079, 0.131, 0.090, 0.110, 0.110, 0.114, 0.131, 0.113, 0.148, 0.101, 0.167, 0.075, 0.075, 0.149, 0.119, 0.108, 0.188, 0.124, 0.111], "smiles": "[H]/N=C(\\N)NCCC[C@H](NC(=O)[C@@H](N)Cc1c[nH]cn1)C(=O)O", "lumo_ev": 0.67, "relative_energy_kcal_mol": 67.71, "orbital_gap_ev": 9.34}



| no. | energy (a.u.) |
| --- | --- |
| 1 | -1581.999082 |
| 2 | -8503.035436 |
| 3 | -2254.496287 |
| 4 | -1032.266044 |
| 5 | -1078.847588 |